# 1
{"formula": "C4H27N3O7", "method": "ωB97M-V with the def2-TZVPD basis set", "elements": ["N", "C", "C", "N", "C", "C", "N", "H", "H", "H", "H", "H", "H", "H", "H", "H", "H", "H", "H", "H", "O", "H", "H", "O", "H", "H", "O", "H", "H", "O", "H", "H", "O", "H", "H", "O", "H", "H", "O", "H", "H"], "xyz": [[-1.097, -2.166, -1.022], [-0.920, -1.319, -2.195], [-1.206, 0.202, -2.005], [-2.633, 0.226, -1.405], [-2.378, 0.605, 0.031], [-1.622, 2.013, 0.295], [-0.724, 1.880, 1.438], [-0.472, -1.718, -0.240], [-2.137, -2.144, -0.734], [-1.349, -1.854, -2.991], [0.129, -1.210, -2.504], [-0.415, 0.467, -1.136], [-1.246, 0.720, -2.954], [-3.265, 0.878, -1.943], [-3.503, 0.841, 0.259], [-1.967, -0.310, 0.539], [-0.994, 1.992, -0.593], [-2.116, 2.968, 0.157], [-0.927, 2.715, 2.163], [-0.955, 0.906, 1.845], [0.594, -0.926, 2.347], [-0.150, -1.370, 2.508], [1.356, -0.989, 3.021], [1.397, 1.609, -1.645], [1.229, 0.663, -1.366], [2.244, 1.817, -1.511], [3.394, -0.311, -0.635], [3.422, 0.210, 0.216], [4.199, -0.825, -0.374], [2.518, 1.085, 1.401], [1.606, 1.403, 1.110], [3.123, 1.946, 1.243], [-1.101, -3.415, 2.336], [-1.516, -3.303, 1.570], [-0.096, -3.537, 2.044], [1.118, 4.039, -0.255], [1.395, 3.717, -1.150], [0.519, 3.442, 0.072], [1.495, -3.816, 0.888], [1.231, -4.098, 0.079], [1.822, -3.032, 1.096]], "multiplicity": 1, "smiles": "NCCNCCN.O.O.O.O.O.O.O", "gap_ev": 9.19, "e_tot_ha": -859.3585, "e_above_lowest_kj_mol": 463.1}


# 2
{"formula": "C12H8F4N4O", "method": "ωB97M-V with the def2-TZVPD basis set", "elements": ["O", "C", "C", "C", "N", "N", "C", "C", "F", "F", "C", "F", "F", "N", "N", "C", "C", "C", "C", "C", "C", "H", "H", "H", "H", "H", "H", "H", "H"], "xyz": [[1.088, -0.872, 2.483], [1.345, -0.976, 1.310], [0.432, -1.902, 0.429], [-0.984, -1.268, 0.154], [-0.954, -0.008, -0.334], [-2.133, 0.505, -0.605], [-3.172, -0.311, -0.351], [-4.585, 0.297, -0.731], [-4.690, 0.357, -2.113], [-5.604, -0.559, -0.326], [-4.886, 1.670, -0.030], [-4.572, 1.581, 1.326], [-4.284, 2.751, -0.622], [-3.212, -1.553, 0.172], [-2.035, -2.070, 0.445], [2.558, -0.273, 0.634], [2.376, 0.952, -0.171], [3.514, 1.572, -0.825], [4.888, 1.066, -0.711], [5.074, -0.130, 0.115], [3.936, -0.777, 0.742], [0.893, -2.182, -0.561], [0.328, -2.876, 0.986], [-6.004, 1.808, -0.058], [1.344, 1.357, -0.245], [3.382, 2.482, -1.462], [5.738, 1.568, -1.230], [6.118, -0.503, 0.230], [4.100, -1.705, 1.347]], "multiplicity": 1, "smiles": "O=C(Cc1nnc(C(F)(F)C(F)F)nn1)c1ccccc1", "gap_ev": 7.96, "e_tot_ha": -1155.6766}


# 3
{"formula": "CHBrClFS", "method": "ωB97M-V with the def2-TZVPD basis set", "elements": ["F", "C", "S", "Cl", "Br", "H"], "xyz": [[-0.615, 1.583, 0.415], [-0.143, 0.282, 0.363], [0.926, -0.023, -1.429], [-1.463, -0.789, 0.430], [1.127, 0.187, 1.861], [0.168, -1.239, -1.641]], "multiplicity": 1, "smiles": "F[C@](S)(Cl)Br", "gap_ev": 9.53, "e_tot_ha": -3570.9146, "e_above_lowest_kj_mol": 48.8}


# 4
{"formula": "C3H7S", "method": "ωB97M-V with the def2-TZVPD basis set", "elements": ["C", "C", "C", "S", "H", "H", "H", "H", "H", "H", "H"], "xyz": [[-0.524, -1.163, -0.281], [-0.211, 0.352, -0.509], [0.659, 0.913, 0.636], [2.292, 0.173, 1.036], [0.441, -1.606, -0.437], [-1.001, -1.046, 0.709], [-1.408, -1.648, -0.856], [-1.253, 0.751, -0.621], [0.555, 0.534, -1.468], [0.589, 2.029, 0.446], [-0.138, 0.710, 1.345]], "multiplicity": 2, "gap_ev": [10.55, 6.95], "e_tot_ha": -516.5813, "e_above_lowest_kj_mol": 152.1}


# 5
{"formula": "C4H10O2", "method": "ωB97M-V with the def2-TZVPD basis set", "elements": ["C", "C", "C", "C", "H", "H", "H", "H", "H", "H", "O", "H", "H", "O", "H", "H"], "xyz": [[1.163, 1.218, -0.917], [1.736, 0.743, 0.194], [0.940, -0.012, 1.170], [1.428, -0.661, 2.238], [0.073, 1.263, -0.993], [1.589, 1.904, -1.641], [2.794, 0.978, 0.266], [-0.045, -0.276, 0.795], [0.660, -1.270, 2.697], [2.494, -0.686, 2.398], [-0.695, 3.757, -2.615], [-1.639, 3.691, -2.420], [-0.526, 2.893, -2.193], [-3.523, -4.717, 0.415], [-3.509, -3.913, 0.898], [-2.939, -4.912, -0.293]], "multiplicity": 1, "smiles": "C=CC=C.O.O", "gap_ev": 9.76, "e_tot_ha": -308.7999, "e_above_lowest_kj_mol": 257.9}


# 6
{"formula": "C3H9Cl2InN2O2S", "method": "ωB97M-V with the def2-TZVPD basis set", "elements": ["C", "C", "Cl", "C", "Cl", "In", "S", "O", "N", "O", "H", "H", "H", "H", "H", "N", "H", "H", "H", "H"], "xyz": [[2.360, 0.161, -0.814], [0.794, -0.016, -1.146], [0.129, -1.695, -1.479], [-0.074, 1.103, -1.161], [0.647, 2.768, -0.816], [-2.318, 0.845, -1.560], [-3.472, 2.362, 0.112], [-2.966, -1.123, -1.033], [-3.181, -1.104, 0.290], [-2.792, -2.132, 0.800], [2.859, -0.857, -0.652], [2.906, 0.759, -1.608], [2.399, 0.731, 0.181], [-2.774, 1.253, -3.244], [-2.437, 3.072, 0.692], [1.584, -1.226, 2.288], [2.606, -1.250, 2.243], [1.196, -1.582, 1.412], [1.262, -1.808, 3.065], [1.271, -0.261, 2.430]], "multiplicity": 1, "gap_ev": 5.62, "e_tot_ha": -1888.1925}


# 7
{"formula": "C23H21ClF6N4PSTi", "method": "ωB97M-V with the def2-TZVPD basis set", "elements": ["Ti", "N", "N", "C", "N", "S", "H", "H", "H", "H", "H", "C", "C", "C", "C", "C", "C", "C", "C", "C", "C", "C", "C", "C", "C", "C", "N", "H", "H", "H", "H", "H", "H", "H", "H", "H", "H", "Cl", "C", "C", "C", "C", "C", "C", "C", "H", "H", "H", "H", "H", "H", "F", "P", "F", "F", "F", "F", "F"], "xyz": [[0.780, 0.549, 0.110], [3.033, 0.628, 0.747], [3.735, 1.772, 0.341], [3.421, 2.336, -0.845], [4.245, 3.335, -1.224], [2.155, 1.832, -1.812], [3.032, 0.583, 1.760], [3.435, -0.221, 0.355], [4.683, 1.871, 0.673], [4.809, 3.812, -0.539], [3.963, 3.859, -2.034], [2.736, -3.633, -0.397], [2.293, -3.917, -1.679], [1.433, -3.031, -2.310], [1.022, -1.867, -1.659], [1.448, -1.541, -0.348], [2.319, -2.467, 0.239], [0.037, -0.963, -2.291], [-0.248, -1.016, -3.679], [-1.210, -0.210, -4.200], [-1.972, 0.633, -3.353], [-3.049, 1.417, -3.816], [-3.781, 2.169, -2.939], [-3.470, 2.151, -1.567], [-2.421, 1.411, -1.095], [-1.630, 0.653, -1.983], [-0.576, -0.088, -1.499], [3.398, -4.324, 0.114], [2.604, -4.826, -2.178], [1.074, -3.276, -3.302], [2.688, -2.293, 1.251], [0.325, -1.669, -4.318], [-1.421, -0.214, -5.263], [-3.290, 1.401, -4.872], [-4.611, 2.766, -3.293], [-4.072, 2.724, -0.874], [-2.206, 1.377, -0.037], [-1.385, -0.610, 5.854], [-1.793, -1.053, 4.230], [-3.100, -0.909, 3.819], [-3.464, -1.252, 2.521], [-2.502, -1.738, 1.636], [-1.197, -1.875, 2.041], [-0.780, -1.541, 3.360], [0.555, -1.672, 3.730], [-3.833, -0.525, 4.515], [-4.492, -1.133, 2.205], [-2.777, -1.989, 0.619], [-0.439, -2.215, 1.345], [1.264, -2.061, 3.012], [0.899, -1.407, 4.718], [-0.549, 1.016, 1.919], [-0.264, 2.660, 2.078], [0.087, 4.201, 2.119], [-0.283, 2.690, 0.417], [1.335, 2.278, 1.924], [-1.827, 2.918, 2.108], [-0.169, 2.489, 3.646]], "multiplicity": 4, "gap_ev": [6.23, 7.87], "e_tot_ha": -3756.7095, "e_above_lowest_kj_mol": 45.4}


# 8
{"formula": "C3H7NOS", "method": "ωB97M-V with the def2-TZVPD basis set", "elements": ["C", "N", "S", "O", "H", "H", "H", "H", "H", "C", "C", "H", "H"], "xyz": [[-2.593, -0.345, 0.255], [-1.204, -0.757, 0.261], [-0.029, 0.237, 0.631], [0.438, 0.933, -0.788], [-3.157, 0.005, 1.207], [-2.690, 0.406, -0.560], [-3.309, -1.183, -0.025], [-1.127, -1.704, 0.691], [1.179, 0.364, -1.133], [3.148, 0.892, -0.600], [3.116, 0.119, 0.315], [2.869, 1.323, -1.511], [3.360, -0.290, 1.255]], "multiplicity": 1, "smiles": "CNSO.C#C", "gap_ev": 9.25, "e_tot_ha": -646.5431, "e_above_lowest_kj_mol": 443.3}


Please write out number 3 again, unchanged.
{"formula": "CHBrClFS", "method": "ωB97M-V with the def2-TZVPD basis set", "elements": ["F", "C", "S", "Cl", "Br", "H"], "xyz": [[-0.615, 1.583, 0.415], [-0.143, 0.282, 0.363], [0.926, -0.023, -1.429], [-1.463, -0.789, 0.430], [1.127, 0.187, 1.861], [0.168, -1.239, -1.641]], "multiplicity": 1, "smiles": "F[C@](S)(Cl)Br", "gap_ev": 9.53, "e_tot_ha": -3570.9146, "e_above_lowest_kj_mol": 48.8}


Which value of multiplicity does entry 8 give?
1